Record 1
10
Properties=species:S:1:pos:R:3:forces:R:3 method="wB97M-V/def2-TZVPD" smiles="O=CNC=C(F)F" charge=0 relative_energy_ev=1.067 mol_weight_da=107.059 homo_energy_ev=-9.19 lumo_ev=0.59
C -0.842 -0.482 -1.141 -0.284 0.428 1.889
C -0.858 0.296 -0.053 1.126 -1.218 -2.494
C 1.392 0.047 0.761 2.654 -3.322 -1.185
H -1.781 0.793 0.026 -0.720 0.757 0.682
H -0.017 1.171 1.453 -1.019 3.060 4.148
H 1.529 -0.637 -0.120 -0.064 0.718 0.422
N 0.206 0.636 0.735 0.322 -1.113 -1.791
O 2.276 0.024 1.599 -1.044 1.219 0.092
F -2.047 -0.540 -1.714 0.675 -1.193 -1.322
F 0.141 -1.308 -1.546 -1.645 0.664 -0.440


Record 2
15
Properties=species:S:1:pos:R:3:forces:R:3 method="wB97M-V/def2-TZVPD" smiles="NN1NC=C(S)C=C1Br" charge=0 relative_energy_ev=0.000 mol_weight_da=208.084 homo_energy_ev=-8.10 lumo_ev=0.64
C -0.046 -0.769 -1.120 0.684 -1.876 -0.090
C -0.388 1.336 -0.189 0.270 0.479 0.450
C 0.163 0.614 -1.147 0.858 0.982 -1.065
C -0.344 -1.387 0.028 -0.938 0.668 0.072
N -0.910 0.705 0.926 -2.664 -0.524 1.056
N -0.532 -0.628 1.247 1.896 0.120 -0.929
N 0.715 -0.570 1.950 0.336 1.204 -0.376
S 1.119 1.241 -2.532 -0.563 -0.162 0.768
Br -0.835 -3.180 0.197 0.156 -0.406 -0.078
H 0.186 -1.241 -2.064 -0.409 -0.766 0.132
H -0.375 2.407 -0.166 -0.130 0.477 0.043
H -1.956 0.755 1.034 1.536 0.231 -0.078
H 1.569 -0.440 1.389 -0.871 -0.175 -0.124
H 0.853 -1.305 2.595 -0.374 -0.907 0.574
H 0.782 2.462 -2.147 0.213 0.657 -0.353


Record 3
148
Properties=species:S:1:pos:R:3:forces:R:3 method="wB97M-V/def2-TZVPD" charge=+4 relative_energy_ev=4.278 mol_weight_da=814.211 homo_energy_ev=-15.64 lumo_ev=-5.54
C -11.956 6.223 -24.526 -0.013 -0.472 1.521
C -11.807 5.743 -23.009 -0.429 1.373 -1.104
C -12.934 4.814 -22.574 -0.471 -1.024 1.222
C -14.061 5.454 -21.609 1.666 -0.570 -1.999
N -15.297 4.619 -21.286 -0.459 1.751 -0.321
C -16.333 5.690 -20.781 -0.956 -1.064 -0.302
C -17.395 5.812 -21.878 -1.159 -0.779 1.355
C -17.565 4.359 -22.393 1.744 1.517 -1.404
C -16.029 4.050 -22.546 -0.376 -1.345 0.256
C -15.009 3.569 -20.181 0.328 0.906 -1.693
H -12.320 5.386 -25.122 0.254 -0.066 -0.092
H -11.007 6.578 -24.928 -0.122 -0.007 0.038
H -12.709 7.006 -24.619 0.065 0.128 0.081
H -11.816 6.589 -22.322 0.160 0.399 -0.173
H -10.833 5.282 -22.845 -0.168 -0.190 -0.213
H -12.379 3.983 -22.140 -0.646 -0.321 0.505
H -13.423 4.400 -23.456 -0.203 0.053 0.030
H -14.327 6.305 -22.236 -0.827 0.092 0.273
H -13.697 5.876 -20.672 0.202 -0.401 0.022
H -16.787 5.155 -19.947 0.068 0.703 0.385
H -15.875 6.656 -20.569 0.219 -0.483 0.435
H -18.400 6.000 -21.502 0.269 0.767 0.658
H -17.172 6.640 -22.551 0.132 -0.628 -0.600
H -18.253 3.700 -21.864 0.785 0.026 0.938
H -18.122 4.451 -23.326 0.719 -0.284 -0.596
H -15.742 3.005 -22.662 -0.091 -0.069 0.304
H -15.642 4.527 -23.447 -0.046 0.431 0.339
H -15.889 2.925 -20.203 0.396 -0.178 0.436
H -14.774 4.040 -19.227 -0.632 0.277 -0.110
H -14.066 3.109 -20.476 -0.380 -0.557 -0.179
C -24.808 17.234 -17.121 0.913 -0.038 -0.030
C -23.266 17.134 -17.231 -0.014 0.878 0.541
C -22.743 18.227 -18.190 -1.860 -0.318 -0.622
C -21.313 18.098 -18.584 1.520 0.511 -1.316
N -20.697 19.272 -19.538 1.455 -0.111 2.002
C -19.119 19.158 -19.581 -1.579 -0.648 1.409
C -18.604 20.540 -19.682 0.437 2.745 -0.595
C -19.703 21.581 -19.230 0.141 -2.154 0.477
C -20.832 20.630 -18.673 -0.121 0.033 -2.016
C -21.252 19.255 -20.969 -0.185 0.541 2.140
H -25.252 16.995 -18.088 -0.291 -0.323 0.232
H -25.129 18.245 -16.869 0.196 0.143 -0.047
H -25.140 16.616 -16.287 -0.272 -0.271 -0.395
H -22.903 16.133 -17.466 -0.193 -0.025 -0.289
H -22.868 17.371 -16.245 0.180 -0.140 0.170
H -23.104 19.160 -17.758 0.846 0.356 0.221
H -23.400 18.168 -19.058 0.177 -0.163 -0.516
H -21.076 17.192 -19.141 -0.476 -0.087 -0.220
H -20.675 17.985 -17.707 0.251 0.729 0.002
H -18.791 18.387 -20.278 -0.188 0.238 -0.102
H -18.866 18.867 -18.562 -0.051 -0.610 -0.142
H -18.284 20.905 -20.658 0.162 -0.622 -0.168
H -17.771 20.729 -19.005 0.193 -0.578 -0.208
H -19.993 22.182 -20.091 -0.496 -0.150 0.250
H -19.219 22.237 -18.506 -0.635 -0.023 0.205
H -21.823 21.060 -18.816 -0.048 -0.219 -0.241
H -20.822 20.261 -17.647 0.701 0.356 -0.048
H -22.196 19.754 -20.746 -0.371 -0.367 -1.200
H -21.297 18.218 -21.300 -0.323 0.153 0.115
H -20.628 19.822 -21.660 0.007 0.159 0.359
C -14.318 12.786 -11.917 -1.310 0.551 -0.443
C -15.619 12.691 -11.073 -0.550 -1.079 -0.809
C -16.902 13.015 -11.956 0.959 0.410 1.134
N -18.259 12.919 -11.228 -0.554 0.757 -0.095
C -19.356 13.301 -12.234 0.385 0.611 0.706
C -18.346 13.754 -9.937 1.491 0.597 1.285
C -18.111 12.755 -8.753 -1.060 0.526 -0.526
C -18.838 11.538 -9.248 -0.521 -0.523 -1.371
C -18.560 11.541 -10.751 1.573 -1.790 -0.952
H -14.472 13.738 -12.425 1.273 0.457 0.191
H -14.222 12.102 -12.760 -0.586 -0.509 0.216
H -13.415 12.616 -11.330 -0.152 0.750 0.086
H -15.622 13.382 -10.231 0.294 0.143 -0.156
H -15.605 11.689 -10.645 -0.600 -0.109 0.060
H -16.988 12.474 -12.898 0.043 -0.445 0.315
H -16.788 14.061 -12.238 -0.230 0.126 -0.006
H -19.169 12.857 -13.212 0.400 0.194 0.128
H -19.366 14.391 -12.235 -0.071 -0.107 -0.492
H -20.334 12.931 -11.925 0.220 0.075 0.470
H -19.212 14.416 -9.911 -0.667 -0.934 -0.069
H -17.573 14.510 -9.797 0.525 -0.127 -1.043
H -18.549 13.080 -7.810 0.070 0.352 -0.149
H -17.056 12.553 -8.565 0.002 0.173 -0.295
H -19.920 11.653 -9.174 0.014 -0.202 0.747
H -18.454 10.605 -8.835 -0.475 0.037 0.161
H -19.233 11.104 -11.489 -0.644 -0.017 0.691
H -17.663 10.955 -10.955 0.242 0.071 0.244
C -29.920 11.847 -16.974 -1.107 -0.094 2.004
C -28.854 11.699 -17.960 0.968 0.274 -1.632
C -28.827 10.284 -18.545 1.562 0.446 0.370
N -27.573 10.033 -19.395 1.449 0.810 -3.160
C -27.682 10.776 -20.738 -0.949 -0.364 0.339
C -26.198 10.398 -18.789 -1.473 -0.942 2.004
C -25.139 9.440 -19.356 1.229 1.340 0.913
C -25.832 8.457 -20.202 -1.963 -0.783 -1.113
C -27.290 8.551 -19.765 -1.162 0.183 1.001
H -30.123 12.892 -16.740 -0.006 -0.037 -0.112
H -29.525 11.405 -16.059 -0.561 -0.133 0.336
H -30.867 11.367 -17.220 0.027 0.010 -0.118
H -27.925 11.934 -17.440 0.249 -0.115 -0.265
H -28.999 12.475 -18.711 0.225 -0.245 -0.474
H -29.722 10.085 -19.135 0.231 -0.219 -0.087
H -28.712 9.586 -17.716 -0.346 -0.214 -0.040
H -28.543 10.279 -21.186 0.305 0.200 -0.656
H -26.763 10.726 -21.323 -0.132 -0.563 0.158
H -27.911 11.840 -20.679 -0.043 -0.121 0.748
H -25.942 11.457 -18.807 -0.403 -0.130 -0.404
H -26.498 10.139 -17.773 1.040 0.199 0.552
H -24.383 10.067 -19.827 -0.035 -0.321 -0.509
H -24.569 8.872 -18.621 -0.314 0.487 0.631
H -25.769 8.692 -21.264 0.153 -0.332 -0.013
H -25.578 7.415 -20.002 0.478 0.141 -0.351
H -28.035 8.121 -20.433 0.033 0.572 -0.373
H -27.498 8.028 -18.832 0.452 -0.088 0.226
C -10.174 15.627 -32.522 0.733 0.378 0.388
C -10.328 15.902 -31.023 -2.190 -0.907 1.125
C -10.710 14.599 -30.319 1.092 -0.764 1.092
N -10.410 14.541 -28.789 0.323 0.228 1.284
C -8.851 14.244 -28.703 -1.534 0.363 2.086
C -11.338 13.498 -27.973 1.135 -0.273 -0.974
C -11.224 13.807 -26.440 -0.020 0.510 -0.788
C -10.867 15.315 -26.464 1.283 0.214 0.300
C -10.812 15.794 -27.953 -0.123 -1.250 0.589
H -11.158 15.578 -32.988 0.184 0.304 -0.128
H -9.674 14.687 -32.758 0.117 -0.087 0.261
H -9.533 16.414 -32.919 -0.427 0.029 -0.462
H -11.272 16.428 -30.880 0.460 1.164 -0.144
H -9.546 16.360 -30.417 0.302 0.274 -0.798
H -9.978 13.893 -30.712 -0.704 -0.713 0.017
H -11.752 14.298 -30.431 0.176 -0.033 -0.299
H -8.584 14.249 -27.647 -0.250 0.083 0.202
H -8.278 15.082 -29.101 -0.313 -0.354 -0.666
H -8.592 13.230 -29.008 -0.336 0.347 -0.750
H -11.066 12.546 -28.429 0.253 -0.321 0.782
H -12.352 13.647 -28.346 0.050 0.528 0.105
H -10.517 13.256 -25.820 0.601 -0.159 -0.851
H -12.116 13.615 -25.842 -0.599 0.104 -0.825
H -9.916 15.414 -25.942 0.374 0.116 -0.449
H -11.480 15.955 -25.829 -0.558 -0.075 -0.516
H -10.166 16.646 -28.166 -0.198 -0.127 0.034
H -11.866 15.951 -28.180 0.226 0.456 -0.673
P -17.520 12.745 -19.485 -0.121 -0.844 1.161
F -17.475 14.103 -18.612 0.178 0.465 -0.931
F -15.920 12.847 -19.918 -1.507 1.141 -1.179
F -16.910 11.955 -18.231 0.074 -0.519 1.545
F -17.664 11.335 -20.210 -0.008 -0.250 -1.327
F -19.022 12.449 -18.806 0.097 0.754 -0.912
F -18.171 13.531 -20.821 1.145 -0.710 1.716


Record 4
76
Properties=species:S:1:pos:R:3:forces:R:3 method="wB97M-V/def2-TZVPD" multiplicity=5 charge=+2 s_squared=6.014 relative_energy_ev=0.000 mol_weight_da=798.830 homo_energy_ev="-13.17 / -14.20" lumo_ev="-5.04 / -9.10"
Ir -1.073 0.063 -1.004 0.317 -1.064 0.088
O 1.390 -1.560 1.302 -0.858 0.280 -0.672
C 2.542 -1.110 0.632 0.649 0.022 0.672
C 3.758 -1.580 1.150 -1.366 0.617 0.196
C 4.924 -0.949 0.783 1.181 0.097 -0.258
C 4.911 0.099 -0.128 -0.153 0.658 -0.632
C 3.698 0.502 -0.741 1.826 -0.046 -0.206
C 2.533 -0.163 -0.420 -1.291 -0.105 0.858
P 1.130 0.131 -1.571 2.228 0.400 0.349
C 1.540 -1.033 -2.848 -0.214 -0.450 -0.498
C 1.126 -2.332 -2.543 0.411 -0.440 -0.756
C 1.475 -3.397 -3.365 0.657 0.078 -0.576
C 2.293 -3.192 -4.497 -0.594 0.770 0.249
C 2.692 -1.878 -4.801 0.420 -0.428 0.394
C 2.313 -0.813 -3.984 0.603 0.184 -0.186
C 1.276 1.895 -1.995 -0.395 0.814 0.118
C 1.486 2.825 -0.953 0.267 1.255 0.313
C 1.643 4.218 -1.244 -0.001 -1.398 -0.024
C 1.564 4.657 -2.589 0.206 -1.061 1.186
C 1.356 3.738 -3.622 -0.236 -0.217 -0.163
C 1.104 2.388 -3.298 0.383 0.342 -0.170
C 1.022 -0.868 2.466 0.845 0.240 0.559
C 1.788 -1.029 3.636 -0.112 -1.500 -0.845
C 1.439 -0.363 4.805 0.014 0.227 -0.859
C 0.455 0.630 4.795 0.051 -0.771 -0.537
C -0.341 0.750 3.647 -0.230 1.150 0.529
C -0.111 -0.042 2.508 0.670 0.550 -0.242
P -1.396 -0.176 1.247 0.135 0.392 1.203
C -2.638 1.070 1.613 -0.955 0.873 -0.437
C -4.012 0.704 1.649 1.160 -0.646 -0.139
C -5.015 1.618 1.857 -0.076 0.529 0.064
C -4.686 2.974 2.024 0.561 -1.031 -0.518
C -3.340 3.363 1.938 -0.157 0.664 0.497
C -2.320 2.452 1.688 -0.269 -0.756 -0.202
C -2.063 -1.739 1.673 0.078 -0.601 0.021
C -2.743 -1.829 2.883 -0.364 -0.363 -0.367
C -3.403 -3.017 3.170 0.146 0.493 1.652
C -3.189 -4.140 2.408 0.756 -0.113 -1.476
C -2.433 -4.069 1.220 0.022 0.506 0.182
C -1.845 -2.844 0.860 -0.595 -0.897 -0.131
H 3.694 -2.305 1.955 0.288 -0.027 -0.343
H 5.889 -1.248 1.216 -0.570 0.060 -0.176
H 5.863 0.596 -0.397 -0.811 -0.296 0.205
H 3.710 1.313 -1.502 0.035 -0.808 0.617
H 0.544 -2.556 -1.672 -0.239 0.072 0.436
H 1.157 -4.400 -3.107 -0.028 0.084 -0.031
H 2.582 -4.010 -5.160 -0.072 0.201 0.397
H 3.432 -1.695 -5.589 -0.599 -0.077 0.120
H 2.741 0.167 -4.204 -0.306 -0.166 0.074
H 1.545 2.499 0.106 0.172 0.127 -0.825
H 1.932 4.904 -0.417 -0.549 -0.494 -0.813
H 1.675 5.705 -2.746 0.208 0.531 -0.486
H 1.421 4.054 -4.691 -0.416 -0.283 1.101
H 0.780 1.699 -4.060 0.278 -0.133 -0.391
H 2.561 -1.851 3.602 -0.867 1.322 0.323
H 1.975 -0.612 5.693 0.297 0.112 0.528
H 0.335 1.218 5.699 -0.377 0.071 -0.300
H -1.132 1.544 3.613 0.762 -1.130 0.191
H -4.294 -0.335 1.487 0.147 0.188 0.176
H -6.026 1.204 1.891 0.173 0.628 -0.018
H -5.471 3.696 2.103 -0.201 0.408 0.377
H -3.066 4.406 2.169 -0.241 -0.516 -0.512
H -1.301 2.812 1.501 -0.264 -0.179 0.465
H -2.707 -0.972 3.547 -0.493 -0.147 0.098
H -4.001 -3.106 4.091 0.414 0.097 -0.480
H -3.533 -5.091 2.751 -0.497 -0.373 -0.037
H -2.331 -4.928 0.555 0.131 0.141 0.429
H -1.202 -2.776 -0.024 -0.406 0.004 0.186
F -1.736 -2.295 -2.690 -0.002 1.631 0.267
C -1.853 -0.907 -2.680 -0.402 -1.930 -3.310
F -1.273 -0.486 -3.992 -1.024 -0.334 3.141
H -2.944 -0.716 -2.756 0.506 0.125 -0.194
N -1.864 1.894 -1.581 -0.085 0.838 -0.407
H -1.553 2.613 -0.956 -0.086 0.657 0.421
H -2.866 1.868 -1.609 -0.711 0.179 0.123
H -1.531 2.145 -2.498 0.120 0.164 -0.587


Record 5
83
Properties=species:S:1:pos:R:3:forces:R:3 method="wB97M-V/def2-TZVPD" charge=+1 relative_energy_ev=0.000 mol_weight_da=717.452 homo_energy_ev=-11.41 lumo_ev=-2.05
Na 0.001 -0.006 -0.246 -0.371 0.053 -0.464
C 3.274 0.421 -0.431 0.066 -0.021 -0.016
C 2.916 -0.436 -1.638 0.058 0.031 -0.015
O 1.712 -1.158 -1.470 0.133 -0.006 -0.037
C 1.805 -2.448 -0.900 0.036 -0.095 -0.023
C 1.888 -2.426 0.610 0.027 -0.055 0.009
O 0.799 -1.666 1.091 0.151 -0.243 0.132
C 0.734 -1.634 2.504 -0.033 -0.068 0.073
C -0.650 -1.206 2.903 0.021 -0.042 0.069
O -0.802 0.155 2.550 0.025 0.037 -0.061
C -2.137 0.613 2.645 -0.031 0.054 -0.023
C -2.941 0.314 1.385 0.008 -0.032 0.117
O -2.283 0.651 0.179 0.046 0.031 0.017
C -2.333 2.004 -0.245 -0.072 0.043 -0.052
C -1.301 2.893 0.431 -0.054 -0.016 -0.017
O -0.060 2.224 0.361 0.001 0.221 -0.017
C 0.925 2.769 1.210 0.028 0.020 0.067
C 2.282 2.113 0.893 0.058 0.032 0.041
O 2.083 1.039 0.002 0.026 0.097 0.035
H 4.010 1.175 -0.741 -0.009 -0.035 0.006
H 3.719 -0.159 0.387 -0.007 0.004 -0.023
H 3.746 -1.109 -1.880 -0.006 0.025 0.002
H 2.741 0.218 -2.494 0.025 0.016 0.010
H 2.658 -2.997 -1.314 -0.011 -0.002 0.018
H 0.886 -2.957 -1.192 -0.018 -0.033 0.007
H 2.834 -2.003 0.967 0.005 -0.012 -0.017
H 1.824 -3.458 0.983 0.016 0.025 -0.013
H 1.482 -0.936 2.901 0.003 -0.015 0.026
H 0.943 -2.631 2.912 -0.026 0.022 0.005
H -0.786 -1.334 3.985 0.015 0.004 -0.003
H -1.378 -1.828 2.372 0.019 0.001 0.014
H -2.082 1.680 2.845 -0.005 0.053 -0.017
H -2.647 0.153 3.502 -0.002 0.004 -0.014
H -3.912 0.823 1.450 0.004 0.005 0.003
H -3.123 -0.759 1.307 0.078 0.091 0.123
H -3.338 2.419 -0.098 0.052 -0.001 -0.001
H -2.116 1.968 -1.313 0.003 0.025 0.001
H -1.557 3.109 1.472 -0.016 -0.018 0.044
H -1.250 3.854 -0.100 -0.029 -0.029 0.013
H 0.643 2.592 2.253 0.005 -0.012 -0.001
H 0.994 3.853 1.056 0.013 -0.023 0.038
H 2.750 1.754 1.818 0.009 0.039 -0.018
H 2.965 2.840 0.438 -0.022 -0.008 -0.007
Br -2.783 -1.942 -6.864 0.005 -0.002 0.007
C -2.023 -1.414 -5.224 -0.019 -0.039 0.026
C -2.295 -2.120 -4.066 0.037 0.052 -0.033
C -1.727 -1.663 -2.885 -0.112 -0.050 -0.093
N -0.938 -0.597 -2.812 -0.053 -0.058 0.229
C -0.659 0.050 -3.940 0.079 0.034 -0.053
C -1.188 -0.312 -5.174 -0.027 -0.013 0.011
C 0.292 1.190 -3.817 0.015 -0.030 -0.038
C 1.155 1.511 -4.860 0.049 0.028 0.009
C 2.042 2.556 -4.674 -0.009 0.020 0.021
Br 3.243 3.025 -6.045 0.006 0.000 0.003
C 2.046 3.247 -3.475 -0.024 -0.066 -0.026
C 1.148 2.836 -2.502 0.037 0.062 -0.037
N 0.292 1.835 -2.653 -0.051 -0.005 0.028
H -2.930 -2.993 -4.077 -0.028 -0.030 0.001
H -1.914 -2.176 -1.952 -0.012 -0.041 0.055
H -0.976 0.253 -6.069 0.019 0.028 -0.001
H 1.162 0.948 -5.782 -0.020 -0.030 -0.022
H 2.721 4.072 -3.302 0.034 0.044 0.007
H 1.116 3.341 -1.545 0.010 0.049 0.071
C -5.285 -3.579 1.217 -0.047 -0.100 0.023
N -4.213 -3.026 0.414 -0.037 -0.087 -0.015
C -4.550 -1.859 -0.376 -0.060 0.030 -0.146
C -2.911 -3.428 0.491 0.028 -0.030 0.184
O -1.984 -2.685 0.168 0.173 0.095 -0.119
N -2.665 -4.682 1.019 -0.044 0.027 -0.011
C -3.373 -5.853 0.519 -0.038 -0.028 0.017
C -1.275 -4.958 1.336 0.060 0.002 -0.005
H -5.812 -2.761 1.712 -0.010 -0.010 0.011
H -4.882 -4.239 1.980 -0.002 -0.013 -0.005
H -6.013 -4.131 0.617 0.006 -0.005 -0.006
H -5.118 -2.139 -1.267 -0.021 -0.006 -0.004
H -3.642 -1.338 -0.670 -0.071 -0.038 -0.069
H -5.164 -1.179 0.217 -0.020 -0.002 -0.033
H -4.283 -5.571 0.003 -0.071 0.044 -0.013
H -3.629 -6.528 1.338 -0.003 0.003 -0.018
H -2.741 -6.396 -0.191 -0.016 -0.001 0.009
H -0.839 -4.119 1.870 0.004 0.003 -0.003
H -0.680 -5.139 0.434 0.009 -0.010 0.002
H -1.236 -5.846 1.967 0.001 0.009 0.004